# 1
{"formula": "C39H79IN3O8", "method": "ωB97M-V/def2-TZVPD", "homo_ev": -10.88, "energy_ev": -70665.812, "total_charge": 1, "gap_ha": 0.2982, "symbols": ["C", "C", "C", "N", "C", "N", "N", "C", "C", "C", "I", "H", "H", "H", "H", "H", "H", "H", "H", "H", "H", "H", "H", "H", "H", "H", "C", "C", "C", "O", "C", "H", "H", "H", "H", "H", "H", "H", "H", "C", "C", "C", "O", "C", "H", "H", "H", "H", "H", "H", "H", "H", "C", "C", "C", "O", "C", "H", "H", "H", "H", "H", "H", "H", "H", "C", "C", "C", "O", "C", "H", "H", "H", "H", "H", "H", "H", "H", "C", "C", "C", "O", "C", "H", "H", "H", "H", "H", "H", "H", "H", "C", "C", "C", "O", "C", "H", "H", "H", "H", "H", "H", "H", "H", "C", "C", "C", "O", "C", "H", "H", "H", "H", "H", "H", "H", "H", "C", "C", "C", "O", "C", "H", "H", "H", "H", "H", "H", "H", "H"], "xyz": [[0.5901, -6.0175, 3.1962], [0.0254, -5.8476, 2.0099], [-0.7676, -4.6611, 1.5601], [-0.7430, -3.5958, 2.5714], [-1.4702, -2.4516, 2.3480], [-0.8815, -1.3335, 2.7303], [-2.6453, -2.4008, 1.7012], [-3.9069, -2.9390, 2.2795], [-4.1486, -4.4343, 2.1679], [-4.2947, -4.8965, 0.7148], [-6.3097, -5.2910, 0.1579], [0.9631, -6.9911, 3.4815], [0.7756, -5.2118, 3.8977], [0.1273, -6.6334, 1.2689], [-0.3422, -4.2398, 0.6458], [-1.7716, -4.9920, 1.3048], [-0.8059, -3.9526, 3.5201], [-1.3971, -0.4721, 2.8276], [0.1211, -1.3217, 2.8394], [-2.7303, -1.4881, 1.2482], [-3.9698, -2.6215, 3.3228], [-4.6988, -2.4261, 1.7324], [-5.0670, -4.6311, 2.7212], [-3.3637, -5.0039, 2.6712], [-3.7544, -5.8154, 0.5091], [-3.9655, -4.1302, 0.0156], [2.4485, -3.4437, 0.1243], [3.6107, -3.0801, -0.7963], [4.6541, -2.6090, 0.2068], [4.4291, -3.3632, 1.4033], [3.1814, -4.0403, 1.3225], [1.7388, -4.1396, -0.3246], [1.9058, -2.5401, 0.4220], [3.9696, -3.9586, -1.3314], [3.3681, -2.3195, -1.5364], [4.5371, -1.5434, 0.4334], [5.6759, -2.7787, -0.1312], [3.3574, -5.1124, 1.1801], [2.6393, -3.9048, 2.2614], [-2.6610, 2.3180, 0.3320], [-1.7452, 2.0037, -0.8494], [-1.1301, 0.6822, -0.4352], [-2.1280, 0.0122, 0.3662], [-3.1892, 0.9388, 0.6887], [-3.4574, 3.0206, 0.0964], [-2.0885, 2.7385, 1.1611], [-2.3333, 1.8773, -1.7605], [-0.9893, 2.7588, -1.0442], [-0.2340, 0.8316, 0.1760], [-0.8735, 0.0388, -1.2754], [-4.0757, 0.6785, 0.1030], [-3.4363, 0.8380, 1.7506], [2.2336, 2.8455, -4.6050], [3.0157, 2.4303, -3.3600], [2.0745, 2.8768, -2.2485], [0.7486, 2.7473, -2.7701], [0.8029, 2.5363, -4.1855], [2.5299, 2.3097, -5.5052], [2.3533, 3.9150, -4.7880], [3.1473, 1.3467, -3.3394], [3.9984, 2.8931, -3.2864], [2.2516, 3.9223, -1.9757], [2.1561, 2.2672, -1.3460], [0.5445, 1.4942, -4.4022], [0.0639, 3.1816, -4.6609], [-8.8054, -1.3641, -2.6041], [-8.1482, -2.3890, -1.6804], [-9.0127, -2.2664, -0.4302], [-10.3175, -1.9192, -0.8793], [-10.2785, -1.5444, -2.2570], [-8.6003, -1.5317, -3.6603], [-8.4751, -0.3555, -2.3467], [-8.2312, -3.3909, -2.1065], [-7.0947, -2.1935, -1.4817], [-8.6363, -1.4758, 0.2308], [-9.0748, -3.1910, 0.1462], [-10.7307, -2.3392, -2.8590], [-10.8675, -0.6364, -2.3876], [-0.4371, 6.2706, 3.3599], [-0.6933, 7.0875, 2.0947], [-1.5080, 6.1081, 1.2597], [-2.2490, 5.3135, 2.1866], [-1.7546, 5.5217, 3.5147], [-0.1977, 6.8784, 4.2314], [0.3853, 5.5701, 3.1971], [-1.2891, 7.9710, 2.3310], [0.2150, 7.4138, 1.5906], [-0.8543, 5.4572, 0.6660], [-2.2081, 6.5992, 0.5827], [-2.4836, 6.1120, 4.0769], [-1.6505, 4.5594, 4.0150], [7.7002, -2.6614, -4.1478], [8.0576, -4.0660, -3.6616], [6.9358, -4.3380, -2.6668], [5.7920, -3.6346, -3.1542], [6.1793, -2.7311, -4.1934], [8.1370, -2.4102, -5.1137], [8.0261, -1.9146, -3.4200], [8.0111, -4.7751, -4.4902], [9.0450, -4.1354, -3.2080], [7.1965, -3.9600, -1.6713], [6.6850, -5.3958, -2.5769], [5.8325, -3.1294, -5.1536], [5.6983, -1.7669, -4.0269], [-2.9305, 6.0363, 8.5432], [-1.9614, 4.8873, 8.8171], [-2.3023, 3.9273, 7.6841], [-2.7128, 4.7377, 6.5822], [-2.9257, 6.0823, 7.0211], [-2.6265, 6.9809, 8.9910], [-3.9267, 5.7874, 8.9132], [-0.9299, 5.2331, 8.7265], [-2.0846, 4.4358, 9.8002], [-3.1248, 3.2612, 7.9663], [-1.4540, 3.3155, 7.3710], [-2.1117, 6.7148, 6.6488], [-3.8635, 6.4422, 6.5967], [6.5037, 1.3127, -6.9283], [7.4948, 1.3274, -5.7650], [6.5571, 1.3182, -4.5644], [5.3960, 0.5906, -4.9711], [5.4152, 0.3952, -6.3866], [6.9308, 0.9489, -7.8614], [6.1073, 2.3150, -7.1015], [8.1043, 0.4213, -5.7780], [8.1627, 2.1872, -5.7681], [6.2633, 2.3350, -4.2831], [6.9855, 0.8291, -3.6876], [5.6470, -0.6548, -6.5992], [4.4247, 0.6150, -6.7867]]}

# 2
{"formula": "C39H80ClFIN2O8", "method": "ωB97M-V/def2-TZVPD", "homo_ev": -10.64, "energy_ev": -84425.817, "total_charge": 1, "gap_ha": 0.2935, "symbols": ["C", "C", "C", "C", "C", "I", "C", "C", "N", "C", "C", "C", "Cl", "C", "C", "C", "C", "C", "C", "C", "C", "C", "C", "C", "O", "C", "C", "O", "N", "C", "F", "C", "C", "O", "C", "O", "H", "H", "H", "H", "H", "H", "H", "H", "H", "H", "H", "H", "H", "H", "H", "H", "H", "H", "H", "H", "H", "H", "H", "H", "H", "H", "H", "H", "H", "H", "H", "H", "H", "H", "H", "H", "H", "H", "H", "H", "H", "H", "H", "H", "H", "H", "H", "H", "C", "C", "C", "O", "H", "H", "H", "H", "H", "H", "H", "H", "C", "C", "C", "O", "H", "H", "H", "H", "H", "H", "H", "H", "C", "C", "C", "O", "H", "H", "H", "H", "H", "H", "H", "H", "C", "C", "C", "O", "H", "H", "H", "H", "H", "H", "H", "H"], "xyz": [[4.8005, 3.8597, -2.0477], [5.3610, 2.6302, -1.5898], [4.6791, 1.2744, -1.1208], [3.0878, 1.2880, -0.8689], [2.6824, 2.5095, 0.0879], [4.0561, 2.8806, 1.7921], [1.2030, 2.4709, 0.7208], [0.4767, 3.9195, 0.4927], [2.6433, -0.0741, -0.3366], [3.4131, -0.6692, 0.7978], [2.4930, -1.2468, 2.0195], [1.8833, -0.1078, 2.9634], [1.1848, -2.4018, 1.4985], [2.6265, -1.1457, -1.4280], [1.3113, -0.8863, -2.3187], [1.5153, -1.6624, -3.7052], [-0.0555, -1.4806, -1.6420], [-0.1418, -3.0671, -1.5923], [-1.5558, -3.5989, -0.9606], [-2.2284, -2.5878, 0.0916], [-3.3217, -1.6821, -0.6952], [-4.4079, -1.2114, 0.4404], [-4.4533, 0.3954, 0.3777], [-4.9218, 0.9567, -1.0501], [-4.7046, 2.4017, -1.0380], [-5.9340, 3.1095, -1.1504], [-5.9411, 4.3335, -2.2086], [-6.9633, 2.8756, -0.4732], [1.0713, 0.5740, -2.4147], [2.2631, 1.4402, -2.2862], [1.6923, 2.7825, -2.4483], [3.1275, 1.2589, -3.6191], [2.1672, 1.4075, -4.9301], [2.7624, 2.4354, -5.8204], [1.6975, 2.8757, -6.6902], [1.3442, 4.0795, -6.5520], [4.2302, 4.0313, -3.0327], [4.9704, 4.8107, -1.4129], [6.5213, 2.6019, -1.5939], [5.0113, 0.4514, -1.8731], [5.2952, 0.9979, -0.1779], [2.7425, 3.5497, -0.4113], [0.4913, 1.7030, 0.2619], [1.3139, 2.3807, 1.8610], [-0.4167, 4.0723, 1.1805], [0.2156, 3.9629, -0.6278], [1.2787, 4.7363, 0.6483], [1.6485, -0.0692, -0.0043], [4.0046, -1.6001, 0.4425], [4.1828, -0.0245, 1.3240], [3.2407, -1.8526, 2.6768], [2.6339, 0.6738, 3.3158], [0.9339, 0.3315, 2.4868], [1.5138, -0.6463, 3.9208], [2.4824, -2.2049, -0.9829], [3.6061, -1.1906, -2.0085], [2.3795, -1.2946, -4.3512], [1.6917, -2.8001, -3.5810], [0.5493, -1.5444, -4.3301], [-0.1934, -0.9381, -0.6462], [-0.9065, -1.1017, -2.3310], [-0.1154, -3.5599, -2.6404], [0.7239, -3.5819, -1.0182], [-1.4818, -4.6863, -0.5910], [-2.2705, -3.6443, -1.8705], [-1.4991, -1.9643, 0.7077], [-2.8442, -3.2381, 0.8260], [-3.8817, -2.2482, -1.5116], [-2.7528, -0.7668, -1.1070], [-4.0424, -1.5171, 1.4831], [-5.4027, -1.7241, 0.2118], [-3.4068, 0.8102, 0.6464], [-5.2094, 0.7546, 1.1543], [-4.3342, 0.5403, -1.9414], [-6.0124, 0.6446, -1.1928], [-7.0004, 4.7637, -2.3237], [-5.5314, 4.0335, -3.2329], [-5.2899, 5.2098, -1.8238], [0.3728, 0.8990, -1.7156], [3.9375, 2.0394, -3.8008], [3.6850, 0.2440, -3.6162], [2.1205, 0.4567, -5.5587], [1.1266, 1.7963, -4.6753], [1.2098, 2.1756, -7.4720], [0.3155, 8.4508, 3.3876], [0.1726, 6.9438, 3.2460], [1.2694, 6.2099, 4.0020], [0.2300, 6.5891, 1.8649], [1.2705, 8.7928, 2.9754], [-0.4718, 8.9651, 2.8302], [0.2588, 8.7561, 4.4355], [-0.8056, 6.6307, 3.6216], [2.2575, 6.4745, 3.6108], [1.1610, 5.1280, 3.8821], [1.2414, 6.4481, 5.0683], [1.0920, 6.8624, 1.5230], [-3.2518, -8.4994, -2.7023], [-3.3017, -7.2150, -1.8900], [-4.6364, -7.0614, -1.1781], [-3.0939, -6.0986, -2.7543], [-4.0274, -8.5029, -3.4749], [-2.2918, -8.5910, -3.2174], [-3.3914, -9.3757, -2.0642], [-2.4909, -7.2129, -1.1557], [-5.4599, -7.0152, -1.8980], [-4.6624, -6.1287, -0.6076], [-4.8174, -7.8946, -0.4943], [-3.8060, -6.0913, -3.4082], [7.3452, -3.7066, 1.7809], [6.5411, -2.4660, 2.1352], [7.3806, -1.4652, 2.9136], [5.4064, -2.8429, 2.9162], [7.6932, -4.2171, 2.6843], [6.7265, -4.4217, 1.2320], [8.2135, -3.4524, 1.1677], [6.1653, -1.9977, 1.2201], [7.7298, -1.8983, 3.8561], [6.7868, -0.5835, 3.1716], [8.2499, -1.1440, 2.3343], [5.7281, -3.2583, 3.7281], [-6.9051, -0.6558, 3.4529], [-5.8107, -1.3898, 4.2119], [-5.9827, -1.2393, 5.7150], [-4.5372, -0.8731, 3.8259], [-6.8794, 0.4169, 3.6707], [-6.7625, -0.7630, 2.3740], [-7.8937, -1.0411, 3.7149], [-5.8258, -2.4502, 3.9445], [-5.9251, -0.1868, 6.0111], [-5.1833, -1.7618, 6.2473], [-6.9438, -1.6421, 6.0446], [-4.5132, 0.0651, 4.0581]]}